## a
This record from OMol25 describes 2 unconnected molecules or ions with the total composition CH2N3O3. The level of theory is the ωB97M-V functional and the def2-TZVPD basis.

Each line ends with the natural charge from an NBO analysis.
Positions of all 9 atoms, in Å:
C -1.653 0.197 0.163  0.965
N 0.894 0.762 -0.157  0.234
N 1.975 1.316 -0.090  -0.558
N 0.093 -0.054 -0.280  -0.005
O -1.835 -0.374 1.175  -0.582
O -2.085 0.902 -0.680  -0.604
O 0.646 -2.512 -0.466  -1.191
H 0.068 -2.563 0.296  0.399
H 1.899 2.326 0.038  0.343

Results
**HOMO level (spin up / spin down)**: -3.06 / -2.99 eV
**Kohn-Sham gap (spin up / spin down)**: 6.67 / 6.60 eV
**Total charge**: -1
**Molecular weight**: 104.0 g mol⁻¹

---

## b
This record from OMol25 describes 3 unconnected molecules or ions with the total composition CH2N3O3. The level of theory is the ωB97M-V functional and the def2-TZVPD basis.

Each line ends with the natural charge from an NBO analysis.
Positions of all 9 atoms, in Å:
C 1.398 -0.744 -0.053  0.684
N -0.656 -1.795 0.274  -0.057
N 0.430 -0.432 -0.747  -0.796
N -1.502 -1.477 0.962  0.319
O 0.030 2.427 -0.643  -0.976
O 2.355 -1.019 0.617  -0.684
O -2.115 -0.667 1.540  -0.459
H 0.796 1.836 -0.746  0.491
H -0.738 1.871 -1.203  0.478

Results
**HOMO level**: -3.90 eV
**Kohn-Sham gap**: 8.14 eV
**Total charge**: -1
**Molecular weight**: 104.0 g mol⁻¹

---

What are the relative energies? In kcal/mol: a 26.8; b 0.0.

---

## a
This record from OMol25 describes C17H34N2O in the gas phase. The level of theory is the ωB97M-V functional and the def2-TZVPD basis.

Each line ends with the natural charge from an NBO analysis.
Positions of all 54 atoms, in Å:
C -0.600 -2.466 1.662  -0.715
C 0.467 -1.761 0.850  0.688
O 1.152 -2.368 0.045  -0.650
N 0.647 -0.438 1.076  -0.449
C 1.767 0.199 0.402  -0.225
C 3.091 -0.119 1.100  -0.409
C 4.281 0.422 0.311  -0.215
N 4.267 0.018 -1.084  -0.440
C 5.308 0.698 -1.823  -0.404
C 4.364 -1.421 -1.251  -0.431
C -0.135 0.349 2.004  -0.210
C -1.445 0.874 1.397  -0.404
C -1.262 1.899 0.271  -0.233
C -0.853 3.260 0.835  -0.602
C -2.556 2.032 -0.548  -0.368
C -2.644 1.039 -1.717  -0.437
C -2.677 -0.403 -1.303  -0.212
C -3.749 -1.096 -0.933  0.029
C -3.652 -2.550 -0.573  -0.636
C -5.132 -0.527 -0.819  -0.652
H -1.569 -1.989 1.562  0.225
H -0.665 -3.492 1.309  0.242
H -0.317 -2.479 2.713  0.226
H 1.609 1.276 0.374  0.194
H 1.818 -0.179 -0.621  0.242
H 3.174 -1.200 1.211  0.217
H 3.103 0.322 2.100  0.201
H 5.215 0.108 0.815  0.164
H 4.246 1.517 0.327  0.188
H 5.235 0.426 -2.875  0.199
H 6.321 0.447 -1.467  0.159
H 5.170 1.776 -1.735  0.195
H 5.263 -1.839 -0.771  0.158
H 3.481 -1.904 -0.839  0.229
H 4.406 -1.646 -2.315  0.199
H -0.373 -0.250 2.887  0.204
H 0.483 1.185 2.337  0.201
H -2.035 1.327 2.198  0.201
H -2.010 0.032 0.999  0.221
H -0.476 1.545 -0.400  0.199
H 0.047 3.184 1.441  0.200
H -0.656 3.963 0.029  0.210
H -1.649 3.666 1.457  0.203
H -3.419 1.905 0.109  0.196
H -2.607 3.040 -0.968  0.202
H -1.781 1.196 -2.367  0.209
H -3.539 1.279 -2.297  0.208
H -1.721 -0.911 -1.332  0.203
H -2.631 -2.910 -0.657  0.218
H -4.004 -2.716 0.446  0.206
H -4.283 -3.141 -1.236  0.213
H -5.418 -0.455 0.232  0.216
H -5.207 0.462 -1.259  0.213
H -5.849 -1.185 -1.309  0.215

Results
**HOMO level**: -8.29 eV
**Kohn-Sham gap**: 9.12 eV
**Molecular weight**: 282.5 g mol⁻¹

---

## b
This record from OMol25 describes a molecular structure, C17H34N2O. The level of theory is the ωB97M-V functional and the def2-TZVPD basis.

Each line ends with the natural charge from an NBO analysis.
Positions of all 54 atoms, in Å:
C 4.780 0.086 1.168  -0.635
C 3.762 -0.897 0.779  0.692
O 3.684 -1.861 1.342  -0.581
N 2.768 -0.572 -0.204  -0.463
C 2.850 0.484 -1.131  -0.160
H 3.828 0.792 -1.089  0.209
H 2.299 0.330 -1.792  0.168
C 2.138 1.924 -0.486  -0.400
H 2.552 2.815 -0.917  0.180
H 2.435 1.878 0.692  0.175
C 0.578 2.183 -0.504  -0.181
C 0.131 2.275 -2.084  -0.547
H 0.566 1.156 -2.712  0.168
H -0.823 2.359 -2.034  0.180
H 0.681 3.066 -2.512  0.197
C 0.023 3.099 0.468  -0.450
H 0.659 2.976 1.351  0.224
H 0.257 4.031 -0.070  0.195
C -1.301 3.113 0.569  -0.420
C -1.726 1.808 1.531  -0.221
C -2.650 0.822 1.068  0.058
C -2.878 -0.277 2.202  -0.617
H -3.801 -0.352 2.430  0.200
H -2.562 -1.219 1.659  0.216
H -2.122 -0.134 2.680  0.197
C -3.476 0.870 -0.007  -0.637
H -3.190 1.271 -0.824  0.212
H -3.682 -0.005 -0.388  0.218
H -4.602 1.210 0.435  0.198
H -1.035 1.603 2.361  0.192
H -1.962 3.143 -0.346  0.207
H -1.744 3.848 1.099  0.217
H 0.226 1.094 -0.134  0.181
C 1.691 -1.669 -0.544  -0.225
H 2.199 -2.569 -0.619  0.232
H 1.321 -1.072 -1.447  0.192
C 0.654 -1.708 0.373  -0.489
C -0.331 -2.850 0.494  -0.153
N -1.616 -2.395 -0.329  -0.433
C -1.562 -1.680 -1.545  -0.405
H -0.838 -0.942 -1.364  0.217
H -2.571 -1.520 -1.810  0.209
H -1.002 -2.486 -2.330  0.108
C -2.574 -3.692 -0.394  -0.396
H -2.278 -4.294 -1.158  0.176
H -2.516 -4.032 0.563  0.196
H -3.403 -3.302 -0.747  0.184
H -0.442 -3.534 1.197  0.204
H 0.204 -3.506 -0.535  0.105
H -0.082 -0.735 0.726  0.243
H 1.163 -1.880 1.436  0.245
H 5.290 -0.242 1.901  0.214
H 5.609 0.191 0.144  0.187
H 4.426 1.002 1.386  0.220

Results
**HOMO level**: -7.89 eV
**Kohn-Sham gap**: 8.72 eV
**Molecular weight**: 282.5 g mol⁻¹

---

What are the relative energies? In kcal/mol: a 0.0; b 384.6.